Entry 1:
The following is a DFT calculation (ωB97M-V/def2-TZVPD) of C7H19N8O13Pb as an isolated structure.

CARTESIAN COORDINATES (ANGSTROEM)
Pb (0.6745, -0.1428, -0.3535)
O (3.1216, -3.1479, -2.9661)
C (2.6832, -2.0287, -2.3339)
O (3.4794, -1.2653, -1.7686)
O (1.4137, -1.8912, -2.1604)
H (2.3127, -3.6830, -2.9566)
O (2.4622, 3.9861, -1.7888)
C (2.7898, 2.7378, -1.3319)
O (3.9082, 2.5552, -0.8422)
O (1.8628, 1.8645, -1.4241)
H (1.5532, 3.8395, -2.0890)
O (2.9135, 0.7378, 3.4383)
C (2.3767, 0.4305, 2.2219)
O (1.1070, 0.5049, 2.1327)
O (3.0528, 0.1921, 1.2058)
H (2.1265, 1.0595, 3.8972)
C (-1.7867, -0.4633, -2.9989)
O (-1.0434, 0.0640, -2.1741)
N (-3.1111, -0.7356, -2.7768)
N (-1.3417, -0.7583, -4.2318)
H (-3.6740, -0.8789, -3.5931)
H (-3.5245, -0.5355, -1.8864)
H (-1.8917, -1.1108, -4.9906)
H (-0.4311, -0.3736, -4.4339)
C (-1.4630, 2.8336, -0.0769)
O (-0.5787, 2.0444, 0.2048)
N (-1.5072, 4.1155, 0.3707)
N (-2.4410, 2.4983, -0.9826)
H (-0.6932, 4.5237, 0.7958)
H (-2.1296, 4.7321, -0.1180)
H (-3.0492, 3.1928, -1.3726)
H (-2.1415, 1.7071, -1.5434)
C (-2.1047, -0.4258, 1.7528)
O (-1.6126, -0.8749, 0.7227)
N (-3.4215, -0.0909, 1.8316)
N (-1.4037, 0.0098, 2.8343)
H (-3.8399, 0.2779, 2.6609)
H (-3.9769, -0.2145, 1.0056)
H (-0.3878, 0.0820, 2.7962)
H (-1.8639, 0.4355, 3.6131)
C (1.1367, -3.0489, 2.0586)
O (0.9850, -2.3335, 1.0707)
N (0.8961, -2.5939, 3.3352)
N (1.8983, -4.1615, 1.9934)
H (0.6684, -1.6166, 3.4106)
H (1.5326, -3.0489, 3.9610)
H (2.1855, -4.6705, 2.8045)
H (2.2777, -4.3298, 1.0756)

E_HOMO (eV): -4.10
LUMO energy (eV): 2.11
Charge: -1
ΔE to the lowest compared entry with this formula, charge and spin (kJ/mol): 191.5
Energy (Ha): -1887.48856

Atom charges from the natural (NBO) analysis, given in e for atoms 1 to 8: 1.618 -0.729 0.931 -0.694 -0.903 0.472 -0.745 0.954

---

Entry 2:
The following is a DFT calculation (ωB97M-V/def2-TZVPD) of Cl2IZn as an isolated structure.

CARTESIAN COORDINATES (ANGSTROEM)
Zn (0.4592, -0.4535, 0.5331)
I (-1.9562, 0.6706, 1.2836)
Cl (1.9663, 1.2327, -0.1452)
Cl (-0.4694, -1.4499, -1.6715)

E_HOMO (eV): -5.22
LUMO energy (eV): 1.98
Charge: -1
Energy (Ha): -2997.59581

Listed below, in e, are the natural (NBO) charges computed for each atom: 1.355 -0.725 -0.799 -0.831

---

Entry 3:
The following is a DFT calculation (ωB97M-V/def2-TZVPD) of C5H8O as an isolated structure.

CARTESIAN COORDINATES (ANGSTROEM)
C (1.3485, -0.0276, -0.5433)
C (-0.4679, 0.1197, 0.1118)
C (2.3713, -0.7403, 0.2256)
C (-0.9984, 1.4980, -0.0222)
C (-1.3275, -1.0276, -0.1975)
O (2.2740, 0.6961, 0.0486)
H (1.8656, -1.0948, 1.0864)
H (3.1753, -1.2606, -0.2357)
H (-0.1379, 2.1807, -0.0381)
H (-1.8198, 1.6474, -0.6389)
H (-1.4624, 1.7616, 1.0123)
H (-0.7142, -1.9174, -0.2769)
H (-2.1573, -1.1689, 0.4901)
H (-1.9491, -0.6664, -1.0221)

E_HOMO (alpha / beta) (eV): -7.77 / -7.74
LUMO energy (alpha / beta) (eV): 0.07 / 0.28
ΔE to the lowest compared entry with this formula, charge and spin (kJ/mol): 641.8
Energy (Ha): -270.31343

Atom charges from the natural (NBO) analysis, given in e for atoms 1 to 8: 0.257 0.138 -0.225 -0.731 -0.741 -0.471 0.194 0.196

---

Entry 4:
The following is a DFT calculation (ωB97M-V/def2-TZVPD) of a 13-piece molecular cluster, H26O13 overall.

CARTESIAN COORDINATES (ANGSTROEM)
O (0.2971, -0.2481, -2.6268)
H (0.7471, 0.5849, -2.3798)
H (0.7701, -0.6991, -3.3398)
O (0.6721, -2.7921, 0.6222)
H (1.0691, -2.2271, -0.0018)
H (0.1141, -3.3401, 0.1042)
O (-2.3039, 0.2279, -0.6898)
H (-2.8869, 0.5529, -0.0098)
H (-2.1319, 1.0359, -1.2148)
O (-0.3699, -2.5491, 3.7352)
H (-0.1079, -2.1691, 4.5632)
H (-0.5919, -1.7531, 3.2222)
O (0.0701, 0.3869, 0.3102)
H (-0.7999, 0.2829, -0.0478)
H (0.0521, -0.1501, 1.1082)
O (1.5701, 1.9989, -1.6268)
H (2.1631, 2.6229, -2.0298)
H (0.6961, 2.4219, -1.7788)
O (3.2921, 1.2909, 0.6052)
H (3.0021, 0.9179, 1.4332)
H (2.6241, 1.0099, -0.0418)
O (-1.1719, 2.6749, -1.5778)
H (-1.8199, 3.0089, -0.9868)
H (-1.6409, 2.8739, -2.3988)
O (0.8771, 3.1899, 1.0332)
H (0.8031, 2.5989, 0.3022)
H (1.4661, 2.6709, 1.6682)
O (-0.2959, 0.1849, 3.1912)
H (0.6031, 0.1419, 2.9202)
H (-0.5959, 0.9999, 2.7102)
O (-2.2949, -2.2261, -2.1068)
H (-2.2199, -1.3111, -1.8888)
H (-2.8719, -2.6651, -1.4468)
O (-1.7359, -1.5991, 1.2482)
H (-1.0529, -2.1791, 0.9492)
H (-2.0159, -1.1971, 0.4062)
O (2.2391, -1.3641, -1.0538)
H (1.5201, -0.9391, -1.5298)
H (2.2611, -2.2711, -1.3558)

E_HOMO (eV): -10.25
LUMO energy (eV): -0.70
ΔE to the lowest compared entry with this formula, charge and spin (kJ/mol): 245.9
Energy (Ha): -993.67958

Atom charges from the natural (NBO) analysis, given in e for atoms 1 to 8: -0.980 0.503 0.483 -0.944 0.481 0.459 -0.965 0.493